# 1
ORCA calculation (ωB97M-V/def2-TZVPD) on a cluster of 2 separate species, C11H27INOP3S in total.

Last column: Löwdin charge in e.
Atoms and positions in Å:
C 2.340 1.208 -3.308  -0.35
P 2.028 2.652 -2.098  0.58
C 0.174 3.055 -1.879  -0.36
P 3.229 4.417 -2.567  -0.03
I 4.906 4.046 -4.337  0.28
P 4.216 5.004 -0.681  0.06
S 4.343 3.335 0.380  0.01
H 1.470 1.177 -4.104  0.06
H 2.243 0.203 -2.673  0.07
H 3.415 1.223 -3.813  0.03
H -0.025 4.175 -1.517  0.06
H -0.501 2.768 -2.819  0.06
H -0.221 2.362 -0.992  0.05
H 2.384 5.509 -2.995  -0.07
H 5.516 5.580 -0.959  -0.03
H 3.337 5.926 0.039  -0.04
C 0.424 -0.916 2.491  -0.03
C -0.027 -1.798 1.306  -0.49
C -0.578 -3.146 1.839  -0.15
C -1.924 -3.064 2.551  -0.19
C -2.803 -1.915 2.073  -0.15
C -2.478 -1.395 0.649  -0.50
N -1.058 -1.001 0.615  -0.13
O -0.661 -0.496 -0.614  -0.18
C -3.355 -0.131 0.437  -0.05
C -2.897 -2.451 -0.399  -0.03
C 1.246 -2.156 0.486  -0.05
H 0.854 0.028 2.140  0.08
H 1.190 -1.419 3.095  0.08
H -0.406 -0.667 3.159  0.07
H -0.676 -3.852 1.005  0.10
H 0.149 -3.612 2.521  0.12
H -2.452 -4.016 2.413  0.11
H -1.767 -2.965 3.631  0.11
H -3.856 -2.217 2.144  0.12
H -2.694 -1.089 2.788  0.11
H -3.066 0.670 1.128  0.08
H -4.415 -0.353 0.617  0.08
H -3.277 0.260 -0.584  0.07
H -3.967 -2.679 -0.307  0.08
H -2.359 -3.397 -0.293  0.07
H -2.737 -2.095 -1.422  0.08
H 1.970 -2.700 1.107  0.08
H 1.763 -1.266 0.113  0.07
H 1.005 -2.799 -0.369  0.08

## Properties
F_max = 2.923 eV/Å
DFT total energy = -62177.3892 eV
Gap between HOMO and LUMO = 1.98 eV

# 2
ORCA calculation (ωB97M-V/def2-TZVPD) on a structure of composition C9H25FeN5O12.

Last column: Löwdin spin population.
Atoms and positions in Å:
Fe 1.179 -0.774 -3.043  4.89
C 2.406 -4.531 -1.403  0.01
C 2.238 -2.994 -1.128  0.03
O 2.432 -2.107 -2.268  0.49
H 1.743 -4.806 -2.223  0.00
H 2.110 -5.069 -0.502  0.00
H 3.444 -4.750 -1.653  0.00
H 2.978 -2.753 -0.366  0.01
H 1.300 -2.848 -0.591  0.00
C -0.072 1.557 0.586  0.01
C -0.378 0.299 -0.247  0.04
O 0.276 0.069 -1.455  0.40
H -0.221 2.425 -0.057  0.00
H 0.966 1.639 0.909  0.00
H -0.710 1.727 1.453  0.00
H -1.459 0.177 -0.322  0.01
H -0.112 -0.530 0.408  0.01
C -0.511 5.923 -0.534  0.00
N -1.838 5.272 -0.415  0.00
O -2.825 5.779 -0.959  0.00
O -2.039 4.337 0.371  0.00
H -0.223 6.047 -1.577  0.00
H 0.226 5.311 -0.012  0.00
H -0.601 6.881 -0.023  0.00
C -4.030 1.504 -0.240  0.00
N -4.111 -0.011 -0.495  0.00
O -3.869 -0.886 0.363  0.00
O -4.214 -0.320 -1.658  0.00
H -4.986 2.007 -0.389  0.00
H -3.416 1.787 -1.095  0.00
H -3.531 1.828 0.673  0.00
C -2.734 -4.290 0.397  0.00
N -1.320 -3.883 0.623  0.00
O -1.037 -2.738 0.853  0.00
O -0.576 -4.811 0.506  0.00
H -3.135 -4.862 1.234  0.00
H -2.728 -4.912 -0.498  0.00
H -3.353 -3.393 0.358  0.00
C 3.127 2.574 -0.982  0.00
N 3.702 1.352 -1.605  0.00
O 4.735 0.909 -1.240  0.01
O 3.150 0.791 -2.525  0.08
H 3.698 3.415 -1.375  0.00
H 3.265 2.482 0.096  0.00
H 2.066 2.681 -1.207  0.00
C 1.781 -1.061 2.911  0.00
N 0.707 -1.081 3.926  0.00
O 0.352 -2.127 4.417  0.00
O 0.199 0.017 4.173  0.00
H 2.800 -1.052 3.297  0.00
H 1.532 -0.249 2.228  0.00
H 1.613 -1.951 2.303  0.00

## Properties
F_max = 3.804 eV/Å
DFT total energy = -76126.5065 eV
2S+1 = 7
Gap between HOMO and LUMO (spin up / spin down) = 6.25 / 7.41 eV

# 3
ORCA calculation (ωB97M-V/def2-TZVPD) on a cluster of 2 separate species, C4H9O in total.

Last column: Löwdin charge in e.
Atoms and positions in Å:
C -0.567 -1.389 1.609  -0.57
O -1.000 -2.005 0.514  -0.40
H -0.885 -1.835 2.568  0.01
H 0.482 -1.224 1.758  0.00
H -1.092 -0.326 1.942  0.05
C 0.823 1.133 0.354  -0.14
C 0.251 1.624 -1.021  -0.20
C 0.577 0.824 -2.071  -0.06
H -0.121 0.952 0.818  0.01
H 1.315 0.167 0.483  0.06
H 1.394 1.896 0.900  0.06
H -0.422 2.464 -0.910  0.08
H -0.137 1.001 -2.967  0.05
H 0.962 -0.203 -1.934  0.06

## Properties
F_max = 4.786 eV/Å
DFT total energy = -6338.5014 eV
Relative energy (zero: lowest compared OMol25 entry of this formula, charge and spin) = 2.267 eV
Gap between HOMO and LUMO = 6.11 eV
Net charge = -1

# 4
ORCA calculation (ωB97M-V/def2-TZVPD) on a cluster of 2 separate species, C2H8N4 in total.

Last column: Löwdin charge in e.
Atoms and positions in Å:
C -0.247 2.183 -0.386  -0.05
C 0.249 0.862 0.140  -0.55
N -0.547 -0.249 -0.159  -0.02
N 1.349 0.804 0.781  0.11
H -1.412 -0.031 -0.636  0.10
H 0.123 -1.405 -0.590  0.12
H 1.572 -0.147 1.075  0.03
H -0.378 2.144 -1.470  0.08
H 0.469 2.963 -0.142  0.07
H -1.214 2.432 0.059  0.08
N -0.312 -2.484 1.006  -0.03
N 0.276 -2.550 -0.062  -0.11
H 0.755 -3.431 -0.324  0.10
H -0.682 -1.090 0.708  0.07

## Properties
F_max = 0.735 eV/Å
DFT total energy = -8161.0091 eV
Relative energy (zero: lowest compared OMol25 entry of this formula, charge and spin) = 3.243 eV
Gap between HOMO and LUMO = 9.12 eV

# 5
ORCA calculation (ωB97M-V/def2-TZVPD) on a cluster of 2 separate species, C5H11N3O in total.

Last column: Löwdin charge in e.
Atoms and positions in Å:
C 0.930 -0.003 -1.336  -0.21
N -0.161 -0.448 -2.189  0.00
C -1.175 1.334 0.549  -0.17
C -1.060 2.472 0.159  0.08
H -0.580 0.338 -2.680  0.07
H -0.927 -0.786 -1.594  0.03
H 1.881 -0.308 -1.783  0.11
H 0.958 1.083 -1.252  0.08
H -0.629 3.320 -0.328  0.02
C 1.870 -0.186 1.130  -0.03
N -1.440 0.076 1.209  -0.11
C 0.916 -0.769 0.122  -0.41
N -2.135 -0.902 0.481  0.00
O 0.557 -1.945 0.175  0.03
H -1.180 -0.017 2.188  0.13
H -2.612 -1.631 1.018  0.09
H -1.522 -1.532 -0.058  0.04
H 2.569 -0.950 1.475  0.09
H 1.304 0.196 1.984  0.07
H 2.436 0.656 0.729  0.08

## Properties
F_max = 3.873 eV/Å
DFT total energy = -11876.6552 eV
Relative energy (zero: lowest compared OMol25 entry of this formula, charge and spin) = 5.116 eV
Gap between HOMO and LUMO = 9.45 eV
SMILES = CC(=O)CN.C#CNN

# 6
ORCA calculation (ωB97M-V/def2-TZVPD) on the molecule C6H9N3.

Last column: Löwdin charge in e.
Atoms and positions in Å:
C -1.351 -0.552 1.148  -0.07
N -0.616 -0.028 0.004  -0.25
C 1.128 -0.355 -0.056  -0.17
N -1.105 -0.467 -1.256  0.06
C 1.650 0.870 -0.508  -0.07
C 0.796 1.935 -0.635  -0.03
C 1.572 -1.563 0.230  0.06
C -0.543 1.765 -0.152  -0.44
N -1.292 2.454 0.478  0.11
H -2.108 -0.301 -1.302  0.09
H -0.905 -1.459 -1.367  0.08
H 2.723 0.972 -0.628  0.11
H 1.081 2.900 -1.031  0.11
H -0.894 -0.158 2.053  0.09
H -2.398 -0.239 1.105  0.09
H -1.332 -1.649 1.152  0.08
H 1.062 -2.227 0.913  0.06
H 2.531 -1.896 -0.149  0.07

## Properties
F_max = 4.297 eV/Å
DFT total energy = -10833.1548 eV
Relative energy (zero: lowest compared OMol25 entry of this formula, charge and spin) = 4.472 eV
Gap between HOMO and LUMO = 7.70 eV

# 7
ORCA calculation (ωB97M-V/def2-TZVPD) on a cluster of 2 separate species, CH5NO in total.

Last column: Löwdin charge in e.
Atoms and positions in Å:
C 1.917 0.296 0.016  -0.12
N 0.718 0.027 0.315  0.02
H 2.130 1.189 -0.528  0.05
H 2.791 -0.313 0.257  0.07
H 0.720 -0.825 0.885  0.05
H -2.194 0.711 -0.384  0.02
H -1.378 -0.561 -0.348  -0.01
O -2.291 -0.240 -0.299  -0.08

## Properties
F_max = 0.831 eV/Å
DFT total energy = -4654.7911 eV
Relative energy (zero: lowest compared OMol25 entry of this formula, charge and spin) = 0.592 eV
Gap between HOMO and LUMO = 11.73 eV
SMILES = C=N.O